(1)
31
Properties=species:S:1:pos:R:3:forces:R:3:mulliken_charge:R:1 method="wB97M-V/def2-TZVPD" total_charge=0 gap_ev=8.49 relative_energy_ev=1.339 e_homo_ha=-0.3222 smiles="Cc1c(C)c(O)c2c(c1C)[C@H](C)C(=O)OC2=O"
O -0.674 -3.790 1.519 3.275 0.934 -3.028 -0.567
O 0.844 -3.365 -0.250 -0.679 -0.814 -0.010 -0.304
O 1.400 -2.595 -2.318 -1.095 -0.863 1.631 -0.705
O 0.439 -0.371 -3.138 0.152 -0.011 0.093 -0.599
C 0.187 -3.088 0.946 -3.448 -2.005 2.179 0.004
C -0.797 1.451 -0.178 -0.311 -2.765 -1.101 1.168
C 0.167 -0.073 -1.861 -1.012 -2.556 1.235 -0.489
C -0.499 2.106 -2.674 -0.486 1.428 -0.151 -1.694
C -0.724 0.811 2.356 -0.849 1.533 -2.134 -2.037
C -0.513 1.102 -1.532 1.595 1.285 -0.107 0.621
C 0.312 -1.091 -0.851 -0.118 1.373 0.245 0.410
C 0.058 -0.720 0.519 -0.313 -1.678 -1.818 0.105
C -0.504 0.484 0.833 0.438 0.845 1.662 0.664
C 0.452 -1.795 1.543 1.548 3.444 1.275 0.440
C -1.601 2.659 0.092 -3.726 -0.656 -1.444 -2.062
C 0.846 -2.405 -1.235 1.205 1.474 -0.214 0.736
C 1.977 -1.461 1.796 2.407 -0.529 -0.789 -1.403
H 2.494 -0.807 1.016 -1.224 -0.886 0.510 0.308
H 0.782 -1.315 -3.156 0.004 0.902 0.040 0.423
H 0.496 2.342 -3.096 -0.112 -0.721 0.452 0.342
H -0.524 1.896 2.445 -0.325 -0.469 0.231 0.433
H -1.112 1.902 -3.574 0.051 -0.277 0.730 0.324
H -2.399 2.832 -0.763 1.929 -0.188 1.410 0.370
H -0.799 3.083 -2.279 -0.274 -0.167 -0.220 0.443
H -0.984 3.467 0.180 1.553 2.583 -0.061 0.469
H -1.793 0.632 2.553 0.409 0.082 0.400 0.342
H 2.682 -2.350 1.835 -1.179 0.577 -0.006 0.354
H -0.114 -1.673 2.522 0.635 -0.493 -1.541 0.640
H 2.245 -0.913 2.699 -0.831 -0.064 0.353 0.370
H -2.256 2.703 0.968 0.502 -0.718 0.190 0.429
H -0.089 0.345 3.083 0.279 -0.601 -0.011 0.466

---

(2)
9
Properties=species:S:1:pos:R:3:forces:R:3:mulliken_charge:R:1 method="wB97M-V/def2-TZVPD" total_charge=0 gap_ev=8.89 relative_energy_ev=4.107 e_homo_ha=-0.3394 smiles="N#CC(O)=C=O.[H][H]"
O 0.213 1.508 -1.185 -0.276 0.481 -0.284 -0.487
O -2.121 0.078 0.455 0.951 0.027 -0.301 -0.363
N 2.483 -0.763 0.006 -1.334 0.758 -0.300 -0.357
C -0.987 0.081 0.165 -0.789 0.232 0.086 0.278
C 0.203 0.407 -0.346 -0.117 -0.029 -0.008 0.772
C 1.462 -0.234 -0.164 0.844 -0.775 0.448 -0.233
H -0.678 1.897 -1.203 0.433 -0.007 -0.096 0.292
H -0.376 -1.698 0.865 0.141 -0.332 0.211 0.054
H -0.221 -1.249 1.440 0.146 -0.354 0.243 0.044

---

(3)
50
Properties=species:S:1:pos:R:3:forces:R:3:mulliken_charge:R:1 method="wB97M-V/def2-TZVPD" s_squared=2.008 total_charge=+2 multiplicity=3 gap_ev="8.22 / 6.08" e_homo_ha="-0.4837 / -0.5397"
Pt -1.636 0.295 0.594 -0.429 0.155 -0.147 0.322
Br -0.459 -2.575 -1.070 0.025 0.041 -0.004 -0.127
Se -0.691 2.296 1.521 0.219 -0.032 0.063 0.088
Se 1.711 -0.104 -0.034 0.056 0.036 -0.060 0.136
Se -3.118 1.857 -0.806 0.118 -0.133 -0.072 0.025
Ge 4.872 -0.259 -0.774 0.018 0.073 0.024 0.386
O -4.908 -4.938 -0.221 0.023 0.123 0.050 -0.486
N -2.661 -1.517 0.236 -0.120 -0.125 0.092 -0.289
C 0.106 3.328 0.075 0.029 -0.018 0.036 -0.843
C -2.210 -2.616 -0.377 0.013 0.031 -0.079 0.253
C -2.372 3.273 1.656 -0.061 0.044 -0.006 -0.751
C -4.231 -3.808 -0.041 -0.124 -0.280 -0.070 0.898
C -2.935 -3.769 -0.550 0.099 0.087 0.009 -0.377
C -3.077 3.456 0.327 -0.088 0.048 0.071 -0.826
C 2.987 -1.094 -0.975 -0.132 -0.130 -0.048 -1.063
C 5.060 0.321 1.059 0.000 0.036 0.200 -1.104
C 1.791 -0.961 1.689 -0.032 -0.011 0.017 -0.876
C 4.858 1.200 -2.033 -0.019 0.151 -0.133 -1.041
C -5.020 1.466 -0.678 0.056 -0.061 0.062 -1.019
C -3.922 -1.582 0.725 0.157 -0.010 0.015 -0.508
C -4.731 -2.682 0.615 -0.005 0.023 0.014 -0.810
C 6.041 -1.712 -1.234 0.156 -0.152 -0.060 -1.089
H -5.790 -4.901 0.170 -0.036 -0.017 0.001 0.323
H 6.054 0.753 1.188 -0.009 -0.011 0.007 0.408
H 5.972 -2.521 -0.508 0.013 -0.017 -0.023 0.375
H -4.119 3.726 0.496 0.008 0.041 -0.020 0.519
H 0.776 -0.969 2.086 0.003 0.011 0.015 0.361
H 7.064 -1.331 -1.228 0.004 -0.052 -0.011 0.391
H 4.865 0.820 -3.054 -0.013 0.042 -0.003 0.366
H 4.974 -0.517 1.752 0.001 0.035 0.023 0.349
H 2.170 -1.972 1.570 0.003 -0.003 0.012 0.405
H -5.212 0.599 -1.304 0.006 -0.011 0.007 0.368
H 4.333 1.092 1.322 0.022 -0.002 0.023 0.363
H 1.102 2.927 -0.091 -0.005 0.030 -0.010 0.175
H 0.186 4.362 0.404 -0.002 0.001 -0.002 0.400
H 3.982 1.836 -1.897 0.026 0.021 -0.018 0.342
H -2.522 -4.626 -1.060 -0.015 0.005 0.012 0.467
H -2.149 4.233 2.118 -0.017 0.026 -0.012 0.487
H 2.757 -1.030 -2.039 0.032 -0.007 0.003 0.469
H -5.319 1.274 0.348 0.013 0.018 0.018 0.355
H -2.627 4.245 -0.271 0.049 0.008 0.004 0.407
H -0.478 3.251 -0.838 -0.008 -0.011 -0.011 0.310
H 2.440 -0.366 2.331 -0.002 -0.032 0.018 0.347
H -5.550 2.326 -1.079 -0.015 -0.004 -0.018 0.404
H -2.963 2.681 2.351 -0.019 0.004 0.021 0.416
H 3.023 -2.125 -0.628 -0.007 0.019 0.001 0.491
H -5.727 -2.665 1.037 0.011 -0.006 -0.006 0.356
H 5.747 1.815 -1.890 -0.014 -0.003 -0.021 0.388
H 5.825 -2.095 -2.230 0.013 -0.024 0.010 0.384
H -4.267 -0.699 1.242 -0.001 0.040 0.005 0.671

---

(4)
61
Properties=species:S:1:pos:R:3:forces:R:3:mulliken_charge:R:1 method="wB97M-V/def2-TZVPD" total_charge=0 gap_ev=9.84 relative_energy_ev=2.160 e_homo_ha=-0.3491 smiles="COP(=O)(OC)OC.COP(=O)(OC)OC.COP(=O)(OC)OC.CC(C)=O"
P -1.766 0.553 -2.280 0.125 -1.183 -3.374 0.478
P -1.567 4.376 -0.555 -0.264 2.355 3.050 0.610
P 1.645 -4.169 2.164 3.007 1.082 5.815 0.604
O -2.957 -0.179 -3.059 0.976 0.076 0.393 -0.465
O -1.195 5.596 0.209 0.126 -0.597 -0.488 -0.768
O -0.499 0.495 -3.239 -2.500 -1.735 -0.867 -0.413
O 2.901 -4.304 2.878 2.329 -0.082 0.344 -0.673
O -2.453 4.894 -1.827 -0.018 -2.139 1.345 -0.234
O 1.423 -2.541 2.146 -0.154 -2.858 -4.229 0.104
O 2.903 1.118 0.758 0.531 -2.313 -0.457 -0.566
O 1.781 -4.831 0.808 -1.770 2.211 -2.683 -0.158
O -2.565 3.514 0.508 1.704 -0.162 -2.221 -0.308
O -1.280 -0.223 -1.060 0.050 -2.201 1.970 0.008
O -2.127 1.899 -2.056 -1.483 4.552 1.701 -0.180
O -0.156 3.586 -0.849 -1.255 0.048 -0.611 0.280
O 0.671 -4.959 3.174 -2.644 0.920 -3.339 -0.421
C 0.388 1.554 -3.183 1.379 1.174 -4.808 -0.180
C -4.286 -0.295 -2.430 10.736 -6.310 8.357 -0.719
C 4.337 -0.851 0.908 -3.163 -0.970 2.107 -1.048
C 0.681 -2.007 3.131 -3.578 5.218 -2.178 -1.134
C -1.795 5.622 -2.844 -3.323 -7.685 -3.740 -0.889
C 3.161 -0.035 0.375 0.312 1.801 0.981 0.880
C 1.062 4.095 -0.268 3.223 0.759 -6.727 -0.917
C 1.115 -5.917 4.085 -1.658 -1.435 -0.424 -0.895
C 2.400 -0.657 -0.764 -0.210 3.293 1.617 -0.343
C 1.913 -6.171 0.722 2.730 -5.202 -0.010 -0.710
C -3.964 3.320 0.257 1.532 4.675 -1.517 -0.837
C -1.428 0.253 0.294 -4.778 -2.968 0.628 0.008
H -4.212 -1.437 -2.217 -1.296 2.112 0.192 0.213
H 4.993 -0.982 0.127 2.043 0.118 -1.625 0.433
H 3.067 -0.594 -1.571 0.388 -0.831 -1.560 0.489
H 1.129 1.414 -4.060 -1.287 0.086 0.909 0.300
H 1.548 -0.015 -0.850 -0.254 1.105 -0.891 -0.511
H 2.048 -6.523 -0.352 0.153 0.877 1.386 0.261
H 1.853 -1.458 -0.459 -0.340 -3.522 0.362 0.231
H 0.597 -0.854 3.173 1.073 -1.687 -0.566 0.289
H -2.439 5.644 -3.803 1.302 -0.307 1.664 0.206
H 1.035 4.143 0.674 -0.740 -0.431 7.499 0.476
H -0.344 -2.244 3.124 -1.611 -0.781 -0.593 0.437
H -4.350 2.436 0.501 -0.907 -3.731 1.862 0.369
H 4.720 -0.392 1.842 0.057 -0.524 -0.786 0.264
H 2.786 -6.662 1.432 -1.596 1.765 -1.950 0.285
H -4.095 3.363 -0.801 -0.425 0.345 -0.862 0.349
H 1.083 -6.742 1.081 -1.131 0.136 0.235 0.337
H -0.829 5.222 -2.909 1.420 -1.592 -1.462 0.252
H 0.978 1.324 -2.414 2.367 0.370 3.635 0.004
H 2.041 3.515 -0.555 -2.481 0.257 0.128 0.208
H 0.328 -6.452 4.609 -0.833 -0.489 -1.242 0.335
H -4.415 0.348 -1.590 0.297 0.207 1.012 0.236
H -1.148 -0.551 1.012 0.541 0.898 -0.799 0.069
H -2.579 0.458 0.592 2.321 -0.505 -1.014 0.106
H -1.009 1.161 0.273 2.113 3.219 0.959 0.078
H -4.876 -0.053 -3.030 -9.152 3.234 -9.613 0.445
H -1.501 6.452 -2.591 1.569 9.542 3.140 0.572
H 0.989 -2.342 3.968 2.438 -1.870 6.341 0.534
H 1.950 -6.526 3.922 0.999 -0.905 -1.457 0.355
H 1.384 -5.385 4.853 2.244 3.184 4.476 0.433
H 0.045 2.600 -3.304 -0.434 -0.884 0.660 0.084
H -4.471 4.176 0.738 -0.113 -0.607 -0.192 0.286
H 1.401 5.159 -0.464 -1.290 -0.856 -0.817 0.318
H 3.945 -1.935 1.048 0.600 1.747 0.330 0.145

---

(5)
15
Properties=species:S:1:pos:R:3:forces:R:3:mulliken_charge:R:1 method="wB97M-V/def2-TZVPD" total_charge=+1 gap_ev="8.93 / 8.41" relative_energy_ev=2.597 e_homo_ha="-0.5686 / -0.5151"
P -0.158 0.149 0.592 -0.838 -1.409 -0.180 0.522
O 0.030 1.493 1.383 0.741 0.029 -1.602 -0.410
N -1.019 -1.146 2.668 -0.497 1.105 -1.220 -0.553
C -0.763 0.489 -1.154 0.371 -0.955 -1.297 -0.513
C 1.438 -0.179 -0.173 -1.302 0.608 -1.377 -0.507
C 0.764 0.329 -1.536 0.735 1.547 0.617 -0.536
H 2.127 0.554 0.147 0.845 0.676 0.808 0.308
H 1.191 1.310 -1.869 -0.361 -0.697 0.771 0.276
H -1.370 -0.245 -1.756 0.470 0.187 1.348 0.337
H -0.489 1.372 2.142 -1.245 0.480 2.605 0.354
H 1.024 -0.317 -2.332 -0.438 -1.058 -0.761 0.368
H -0.636 -2.115 2.574 -0.856 0.750 -0.164 0.280
H -1.228 1.444 -1.446 0.365 -0.054 0.884 0.367
H 1.903 -1.143 -0.174 -0.108 -0.608 -0.056 0.416
H -2.101 -1.118 2.672 2.119 -0.601 -0.379 0.290

---

(6)
63
Properties=species:S:1:pos:R:3:forces:R:3:mulliken_charge:R:1 method="wB97M-V/def2-TZVPD" total_charge=0 gap_ev=8.98 relative_energy_ev=0.224 e_homo_ha=-0.3174 smiles="CCCCCCCNC(=O)C1(C[C@H]2CC(c3cccc(Br)c3)=NO2)CCNCC1"
Br 1.193 3.879 3.955 -0.152 0.012 -0.146 -0.203
O -2.107 -2.238 -0.669 -0.253 -0.102 0.301 -0.712
O -0.445 0.779 -1.845 -0.066 -0.288 -0.637 -0.068
N -1.957 -3.540 -4.893 -0.063 -0.127 -0.298 -0.380
N -0.244 1.494 -0.716 0.188 0.537 0.910 -0.738
N -0.088 -2.006 -1.628 0.309 -0.191 -0.002 0.188
C -1.156 3.283 0.580 0.073 0.417 0.615 0.605
C 2.411 -4.035 0.395 0.110 -0.099 -0.445 -0.655
C -1.147 2.380 -0.552 -0.271 -0.517 -0.907 0.559
C -1.427 -1.907 -1.623 0.142 0.112 -0.409 -0.454
C 5.083 -4.782 1.911 -0.083 -0.306 0.110 -0.191
C -2.782 -3.655 -3.705 -0.356 0.161 0.025 -0.891
C -2.121 5.121 1.803 0.028 0.059 0.100 -0.721
C 3.386 -5.155 0.035 -0.121 -0.034 0.357 -0.633
C -2.135 4.267 0.715 0.161 -0.250 -0.131 -0.481
C -2.687 0.019 -2.498 0.417 0.005 0.115 -2.419
C 4.103 -5.748 1.248 0.133 0.267 -0.250 -0.725
C -2.110 -1.358 -2.894 -0.384 0.255 0.018 2.844
C 0.660 -2.431 -0.467 0.094 -0.249 0.007 -1.432
C 1.633 -3.553 -0.826 -0.080 0.185 0.416 -0.249
C -2.171 2.376 -1.667 0.334 -0.103 -0.075 -1.120
C -3.290 -2.301 -3.198 0.202 -0.290 0.141 -1.132
C -0.826 -2.668 -4.650 0.064 0.249 -0.209 -0.785
C -0.162 3.170 1.556 -0.069 0.076 0.024 -0.485
C -1.232 -1.272 -4.147 0.111 -0.362 0.166 -1.366
C -1.138 5.013 2.771 0.014 -0.007 0.007 -0.347
C 5.855 -5.455 3.039 -0.049 0.209 -0.138 -1.354
C -1.680 1.173 -2.487 -0.527 0.148 -0.149 0.407
C -0.168 4.033 2.631 0.161 -0.042 0.107 -0.039
H 2.956 -3.193 0.824 -0.009 0.053 0.115 0.289
H 1.072 -4.386 -1.256 -0.016 -0.004 -0.077 0.292
H 4.654 -6.636 0.927 -0.004 -0.078 0.070 0.368
H -2.180 -4.132 -2.927 -0.073 -0.082 0.035 0.289
H -0.194 -3.165 -3.910 0.061 0.059 -0.096 0.245
H 2.334 -3.195 -1.586 0.033 -0.037 -0.094 0.330
H -3.626 -4.309 -3.935 0.054 -0.033 0.119 0.425
H -0.344 -0.663 -3.974 0.053 0.123 -0.051 0.565
H -3.873 -2.445 -2.288 -0.051 0.086 -0.008 0.446
H 0.442 -1.562 -2.359 -0.185 0.041 -0.010 0.436
H 5.787 -4.413 1.161 -0.019 0.093 -0.046 0.278
H 0.592 2.407 1.448 0.090 -0.043 0.049 0.616
H 4.128 -4.775 -0.672 0.022 -0.020 -0.098 0.322
H -3.120 -0.092 -1.500 -0.088 0.049 -0.025 0.512
H -1.123 5.677 3.621 0.010 0.036 0.059 0.410
H 3.362 -6.070 1.983 -0.028 -0.098 0.051 0.316
H -2.909 4.367 -0.030 -0.081 -0.008 -0.094 0.356
H -2.140 3.312 -2.227 -0.055 0.015 0.043 0.448
H 2.832 -5.952 -0.466 0.002 0.010 -0.102 0.361
H -0.069 -2.777 0.269 0.124 0.093 -0.037 0.446
H -3.489 0.296 -3.188 -0.039 -0.015 -0.017 0.328
H 6.545 -4.754 3.504 0.093 -0.005 0.109 0.376
H -3.181 2.225 -1.285 -0.034 0.037 -0.015 0.450
H -3.934 -1.849 -3.958 0.013 0.052 -0.032 0.483
H -2.883 5.880 1.902 -0.065 0.062 0.007 0.390
H 5.171 -5.820 3.803 -0.031 -0.066 0.114 0.336
H 4.542 -3.924 2.312 0.020 0.099 -0.054 0.245
H -0.258 -2.575 -5.579 0.063 -0.010 0.100 0.454
H 1.708 -4.397 1.148 -0.033 0.017 0.111 0.289
H 6.427 -6.300 2.661 0.071 -0.103 0.009 0.337
H -1.817 -0.779 -4.931 0.043 0.064 -0.006 0.399
H 1.205 -1.578 -0.047 -0.060 -0.038 0.056 0.393
H -1.415 1.453 -3.512 -0.020 -0.007 0.147 0.406
H -2.517 -3.167 -5.655 0.069 -0.069 0.044 0.341

---

Number 1: total energy -21897.5214 eV. Number 2: total energy -8741.0243 eV. Number 3: total energy -344338.3692 eV. Number 4: total energy -67459.4639 eV. Number 5: total energy -16073.3044 eV. Number 6: total energy -103010.4787 eV.